Entry 1:
Here is a cluster of 2 separate species, C4H7N3 in total from the Open Molecules 2025 dataset. Energies are from ωB97M-V with the def2-TZVPD basis set.

Kohn-Sham gap (spin up / spin down), eV: 8.283 / 8.284
Lowest unoccupied orbital energy (spin up / spin down), eV: -0.71 / -0.71
Energy above the lowest of the compared OMol25 structures with the same formula, charge and spin, kcal/mol: 94.2

Each line ends with the natural charge from an NBO analysis.
CARTESIAN COORDINATES (ANGSTROEM)
C (-1.94, 0.07, -0.38)  -0.76
C (-1.46, -0.92, 0.48)  0.04
N (0.60, 1.01, 1.01)  -0.74
C (1.23, 0.31, 0.13)  0.32
N (0.64, -0.70, -0.57)  -0.88
C (2.64, 0.63, -0.17)  0.20
N (3.74, 0.92, -0.37)  -0.30
H (-0.83, -0.15, -0.89)  0.44
H (-1.85, 1.10, -0.03)  0.27
H (-2.72, -0.17, -1.10)  0.24
H (-1.66, -1.98, 0.28)  0.21
H (-0.89, -0.66, 1.35)  0.25
H (1.19, 1.77, 1.36)  0.35
H (1.32, -1.22, -1.11)  0.37

***

Entry 2:
Here is the molecule C4H7N3 from the Open Molecules 2025 dataset. Energies are from ωB97M-V with the def2-TZVPD basis set.

Kohn-Sham gap (spin up / spin down), eV: 6.477 / 9.069
Lowest unoccupied orbital energy (spin up / spin down), eV: -0.82 / 0.74
Energy above the lowest of the compared OMol25 structures with the same formula, charge and spin, kcal/mol: 122.2

Each line ends with the natural charge from an NBO analysis.
CARTESIAN COORDINATES (ANGSTROEM)
C (-1.57, 0.49, -0.15)  -0.64
C (-0.13, 0.08, -0.03)  0.10
N (0.82, 1.55, 1.53)  -0.53
C (0.93, -1.90, -1.53)  -0.43
N (0.86, 1.08, 0.33)  -0.14
N (0.45, -0.97, 0.82)  -0.32
C (0.51, -1.14, -0.51)  0.11
H (0.23, 1.11, 2.24)  0.38
H (1.44, 2.34, 1.72)  0.40
H (-1.93, 0.97, 0.76)  0.21
H (-2.17, -0.41, -0.32)  0.23
H (-1.70, 1.18, -0.98)  0.23
H (1.54, -2.77, -1.34)  0.21
H (0.74, -1.61, -2.55)  0.21

***

Entry 3:
Here is the molecule C4H7N3 from the Open Molecules 2025 dataset. Energies are from ωB97M-V with the def2-TZVPD basis set.

Kohn-Sham gap, eV: 9.100
SMILES string: CNc1cc[nH]n1
Lowest unoccupied orbital energy, eV: 1.10
Energy above the lowest of the compared OMol25 structures with the same formula, charge and spin, kcal/mol: 10.0

Each line ends with the natural charge from an NBO analysis.
CARTESIAN COORDINATES (ANGSTROEM)
C (2.15, 0.22, 0.19)  -0.41
N (1.15, 0.34, -0.86)  -0.61
C (-0.17, 0.11, -0.50)  0.30
N (-1.16, 0.67, -1.19)  -0.33
N (-2.28, 0.22, -0.59)  -0.34
C (-2.03, -0.59, 0.46)  -0.03
C (-0.66, -0.69, 0.56)  -0.40
H (1.82, 0.65, 1.14)  0.18
H (2.41, -0.83, 0.36)  0.19
H (3.06, 0.74, -0.13)  0.21
H (1.24, 1.17, -1.43)  0.39
H (-3.17, 0.53, -0.94)  0.41
H (-2.82, -1.03, 1.04)  0.22
H (-0.09, -1.27, 1.28)  0.23

***

Entry 4:
Here is a structure of composition C4H7N3 from the Open Molecules 2025 dataset. Energies are from ωB97M-V with the def2-TZVPD basis set.

Kohn-Sham gap, eV: 9.001
Lowest unoccupied orbital energy, eV: 0.94
Energy above the lowest of the compared OMol25 structures with the same formula, charge and spin, kcal/mol: 84.4

Each line ends with the natural charge from an NBO analysis.
CARTESIAN COORDINATES (ANGSTROEM)
C (2.00, 0.43, 0.12)  -0.69
C (0.56, 0.40, -0.25)  0.39
N (0.20, -1.92, -0.07)  -0.67
C (-2.64, 0.87, 0.10)  -0.62
N (-0.20, -0.67, -0.48)  -0.30
N (-0.22, 1.51, -0.30)  -0.55
C (-1.38, 0.97, -0.24)  0.49
H (0.79, -1.97, 0.75)  0.37
H (0.09, -2.62, -0.79)  0.39
H (2.41, 1.42, -0.10)  0.25
H (2.57, -0.33, -0.43)  0.23
H (2.13, 0.25, 1.20)  0.23
H (-3.14, 1.70, 0.59)  0.24
H (-3.19, -0.03, -0.11)  0.24

***

Entry 5:
Here is the molecule C4H7N3 from the Open Molecules 2025 dataset. Energies are from ωB97M-V with the def2-TZVPD basis set.

Kohn-Sham gap, eV: 10.451
SMILES string: [H]/N=C(\C#N)NCC
Lowest unoccupied orbital energy, eV: 0.77
Energy above the lowest of the compared OMol25 structures with the same formula, charge and spin, kcal/mol: 11.0

Each line ends with the natural charge from an NBO analysis.
CARTESIAN COORDINATES (ANGSTROEM)
C (1.04, -1.35, 1.39)  -0.61
C (0.98, -0.24, 0.35)  -0.23
N (-0.33, 0.37, 0.27)  -0.58
C (-0.85, 0.70, -0.95)  0.34
N (-0.30, 0.39, -2.06)  -0.67
C (-2.08, 1.48, -0.95)  0.20
N (-2.98, 2.18, -1.14)  -0.27
H (0.33, -2.15, 1.14)  0.21
H (0.81, -0.98, 2.40)  0.20
H (2.05, -1.78, 1.41)  0.22
H (1.19, -0.64, -0.64)  0.24
H (1.74, 0.52, 0.55)  0.19
H (-0.71, 0.83, 1.08)  0.40
H (-0.89, 0.68, -2.84)  0.36

***

Entry 6:
Here is the molecule C4H7N3 from the Open Molecules 2025 dataset. Energies are from ωB97M-V with the def2-TZVPD basis set.

Kohn-Sham gap, eV: 8.929
SMILES string: CCc1c[nH]nn1
Lowest unoccupied orbital energy, eV: 0.85
Energy above the lowest of the compared OMol25 structures with the same formula, charge and spin, kcal/mol: 74.0

Each line ends with the natural charge from an NBO analysis.
CARTESIAN COORDINATES (ANGSTROEM)
C (0.13, -1.65, -1.52)  -0.63
C (-0.34, -0.26, -1.03)  -0.42
C (-0.15, 0.16, 0.36)  0.03
C (-0.50, 1.40, 0.87)  -0.17
N (0.22, 1.44, 2.02)  -0.31
N (0.98, 0.37, 2.19)  -0.05
N (0.79, -0.41, 1.16)  -0.28
H (0.89, -1.52, -2.30)  0.22
H (0.58, -2.24, -0.71)  0.23
H (-0.66, -2.27, -1.96)  0.22
H (0.47, 0.73, -0.83)  0.30
H (-1.24, 0.11, -1.55)  0.22
H (-1.13, 2.19, 0.49)  0.23
H (0.25, 2.16, 2.72)  0.41

***

Entry 7:
Here is the molecule C4H7N3 from the Open Molecules 2025 dataset. Energies are from ωB97M-V with the def2-TZVPD basis set.

Kohn-Sham gap, eV: 10.181
SMILES string: [H]/N=C(\C#N)NCC
Lowest unoccupied orbital energy, eV: 0.69
Energy above the lowest of the compared OMol25 structures with the same formula, charge and spin, kcal/mol: 14.2

Each line ends with the natural charge from an NBO analysis.
CARTESIAN COORDINATES (ANGSTROEM)
C (-1.43, 0.85, -0.47)  -0.63
C (-1.11, -0.52, 0.13)  -0.21
N (0.24, -0.63, 0.66)  -0.59
C (1.43, -0.36, 0.05)  0.33
N (2.55, -0.64, 0.60)  -0.65
C (1.40, 0.29, -1.26)  0.20
N (1.55, 0.80, -2.29)  -0.28
H (-0.87, 1.05, -1.38)  0.23
H (-1.20, 1.64, 0.26)  0.21
H (-2.49, 0.88, -0.72)  0.22
H (-1.33, -1.31, -0.60)  0.19
H (-1.77, -0.70, 0.98)  0.21
H (0.37, -1.15, 1.52)  0.41
H (3.34, -0.34, 0.02)  0.36

***

Entry 8:
Here is a structure of composition C4H7N3 from the Open Molecules 2025 dataset. Energies are from ωB97M-V with the def2-TZVPD basis set.

Kohn-Sham gap, eV: 8.753
Lowest unoccupied orbital energy, eV: 0.75
Energy above the lowest of the compared OMol25 structures with the same formula, charge and spin, kcal/mol: 111.3

Each line ends with the natural charge from an NBO analysis.
CARTESIAN COORDINATES (ANGSTROEM)
C (-0.12, -2.31, -0.20)  -0.41
N (-0.48, -1.01, -0.77)  -0.59
C (-0.09, 0.14, -0.11)  0.13
N (-0.79, 1.37, -0.50)  -0.26
N (0.07, 2.29, -0.06)  -0.34
C (1.15, 1.73, 0.64)  -0.12
C (1.12, 0.35, 0.65)  -0.36
H (0.93, -2.25, 0.10)  0.24
H (-0.72, -2.59, 0.68)  0.18
H (-0.24, -3.07, -0.98)  0.20
H (-1.40, -0.96, -1.20)  0.38
H (-0.30, 3.24, 0.06)  0.40
H (1.88, 2.42, 1.05)  0.21
H (-1.02, 0.65, 0.63)  0.34

***

Entry 9:
Here is the molecule C4H7N3 from the Open Molecules 2025 dataset. Energies are from ωB97M-V with the def2-TZVPD basis set.

Kohn-Sham gap (spin up / spin down), eV: 8.120 / 8.118
Lowest unoccupied orbital energy (spin up / spin down), eV: -0.16 / -0.16
Energy above the lowest of the compared OMol25 structures with the same formula, charge and spin, kcal/mol: 99.5

Each line ends with the natural charge from an NBO analysis.
CARTESIAN COORDINATES (ANGSTROEM)
C (-1.22, -1.72, 0.75)  -0.42
N (-0.72, -1.07, -0.45)  -0.60
C (-0.10, 0.19, -0.18)  -0.08
N (0.17, 0.97, -1.38)  -0.13
N (1.21, 1.60, -1.03)  -0.20
C (1.74, 1.29, 0.22)  -0.24
C (0.98, 0.32, 0.84)  -0.17
H (-0.40, -1.85, 1.45)  0.23
H (-2.02, -1.15, 1.26)  0.16
H (-1.62, -2.70, 0.48)  0.20
H (-1.46, -0.94, -1.14)  0.36
H (1.55, 2.33, -1.66)  0.41
H (2.65, 1.80, 0.51)  0.21
H (-0.78, 0.94, 0.32)  0.25

***

Entry 10:
Here is the molecule C4H7N3 from the Open Molecules 2025 dataset. Energies are from ωB97M-V with the def2-TZVPD basis set.

Kohn-Sham gap, eV: 8.078
SMILES string: Nc1c[nH]c(N)c1
Lowest unoccupied orbital energy, eV: 1.06
Energy above the lowest of the compared OMol25 structures with the same formula, charge and spin, kcal/mol: 9.1

Each line ends with the natural charge from an NBO analysis.
CARTESIAN COORDINATES (ANGSTROEM)
N (-2.38, -0.40, 0.29)  -0.82
C (-1.09, -0.03, -0.10)  0.32
C (0.02, -0.81, -0.01)  -0.41
C (1.16, 0.04, -0.02)  0.11
N (2.39, -0.49, 0.37)  -0.81
C (0.70, 1.30, -0.29)  -0.18
N (-0.71, 1.25, -0.36)  -0.53
H (-3.14, -0.24, -0.36)  0.37
H (-2.37, -1.37, 0.56)  0.38
H (0.04, -1.89, 0.13)  0.20
H (3.25, -0.16, -0.03)  0.38
H (2.33, -1.50, 0.38)  0.37
H (1.15, 2.28, -0.21)  0.21
H (-1.35, 2.03, -0.36)  0.41

***

Entry 11:
Here is the molecule C4H7N3O from the Open Molecules 2025 dataset. Energies are from ωB97M-V with the def2-TZVPD basis set.

Kohn-Sham gap, eV: 10.323
SMILES string: C=C/C(N)=N/C(N)=O
Lowest unoccupied orbital energy, eV: 0.99
Energy above the lowest of the compared OMol25 structures with the same formula, charge and spin, kcal/mol: 26.1

Each line ends with the natural charge from an NBO analysis.
CARTESIAN COORDINATES (ANGSTROEM)
C (1.63, 0.86, -0.34)  0.77
C (-0.49, 0.25, 0.42)  0.47
N (2.78, 0.26, -0.72)  -0.82
N (-0.91, 1.51, 0.68)  -0.82
C (-1.61, -0.98, 0.70)  -0.23
C (-1.78, -1.99, -0.14)  -0.37
N (0.58, -0.29, 0.04)  -0.58
O (1.51, 2.07, -0.37)  -0.66
H (2.79, -0.74, -0.83)  0.41
H (3.61, 0.81, -0.86)  0.40
H (-1.90, 1.69, 0.54)  0.40
H (-0.28, 2.23, 0.32)  0.43
H (-2.24, -0.81, 1.56)  0.20
H (-2.56, -2.73, 0.01)  0.20
H (-1.12, -2.14, -1.00)  0.21

***

Entry 12:
Here is the molecule C4H7N3O from the Open Molecules 2025 dataset. Energies are from ωB97M-V with the def2-TZVPD basis set.

Kohn-Sham gap, eV: 7.758
SMILES string: Nc1c(O)ccn1N
Lowest unoccupied orbital energy, eV: 0.76
Energy above the lowest of the compared OMol25 structures with the same formula, charge and spin, kcal/mol: 64.1

Each line ends with the natural charge from an NBO analysis.
CARTESIAN COORDINATES (ANGSTROEM)
C (-0.07, 0.61, -0.12)  0.20
C (-1.30, -0.05, 0.00)  0.17
C (-1.07, -1.44, -0.04)  -0.35
C (0.34, -1.58, 0.04)  -0.08
H (0.83, 2.19, 0.69)  0.37
H (-0.63, 2.42, -0.14)  0.39
H (-3.30, -0.23, 0.03)  0.49
H (-1.98, -2.07, -0.22)  0.22
H (0.92, -2.45, -0.24)  0.21
H (2.70, 0.04, 0.89)  0.34
H (2.59, 0.65, -0.63)  0.37
N (0.26, 1.92, -0.12)  -0.83
N (0.96, -0.36, -0.06)  -0.18
N (2.29, -0.13, -0.08)  -0.63
O (-2.55, 0.48, -0.01)  -0.70

***

no.,largest force on an atom (eV/Å),E_tot (eV)
1,1.14,-8727.5942
2,1.87,-8726.3795
3,0.27,-8731.2476
4,1.15,-8728.0186
5,1.02,-8731.2023
6,4.77,-8728.4706
7,1.19,-8731.0642
8,1.13,-8726.8513
9,0.39,-8727.3642
10,0.44,-8731.2854
11,5.95,-10778.6137
12,3.73,-10776.9690